No. 1
The following is a DFT calculation (wB97M-V/def2-TZVPD) of C23H28N4O4S in the gas phase.

```
60
Properties=species:S:1:pos:R:3:nbo_charge:R:1
O -0.463 -3.603 -0.903 -0.624
C -1.262 -2.856 -0.377 0.692
N -0.941 -2.061 0.672 -0.646
C 0.426 -1.927 1.116 -0.230
C 1.210 -0.944 0.255 -0.670
S 0.171 0.553 0.050 2.325
O -0.512 0.407 -1.202 -0.964
O -0.607 0.719 1.244 -0.963
N 1.118 1.895 -0.088 -0.683
C 1.673 2.493 1.098 -0.247
C 3.095 1.966 1.400 -0.226
N 3.763 1.575 0.173 -0.461
C 4.318 0.314 0.037 0.264
C 4.339 -0.370 -1.183 -0.319
C 4.928 -1.616 -1.285 -0.167
C 5.504 -2.222 -0.182 -0.260
C 5.500 -1.551 1.029 -0.183
C 4.925 -0.300 1.140 -0.297
C 3.347 2.351 -0.966 -0.232
C 1.870 2.093 -1.310 -0.230
C -2.720 -2.772 -0.820 -0.309
C -3.701 -2.880 0.346 -0.500
C -3.977 -1.437 0.753 0.681
O -4.506 -1.095 1.785 -0.599
N -3.540 -0.631 -0.254 -0.469
C -3.505 0.773 -0.245 0.233
C -3.425 1.471 -1.447 -0.245
C -3.335 2.851 -1.443 -0.207
C -3.332 3.551 -0.251 -0.235
C -3.428 2.859 0.944 -0.188
C -3.514 1.480 0.954 -0.239
C -3.032 -1.380 -1.390 -0.218
H -1.561 -1.316 0.952 0.422
H 0.893 -2.915 1.058 0.241
H 0.409 -1.582 2.152 0.217
H 1.362 -1.340 -0.745 0.259
H 2.159 -0.684 0.708 0.248
H 0.988 2.258 1.912 0.253
H 1.684 3.578 0.957 0.201
H 3.670 2.751 1.911 0.194
H 3.030 1.104 2.066 0.207
H 3.883 0.058 -2.061 0.210
H 4.924 -2.123 -2.238 0.215
H 5.955 -3.198 -0.266 0.216
H 5.960 -1.999 1.898 0.215
H 4.969 0.216 2.087 0.212
H 3.478 3.407 -0.705 0.199
H 3.991 2.138 -1.819 0.227
H 1.742 1.197 -1.919 0.220
H 1.450 2.943 -1.863 0.204
H -2.866 -3.552 -1.569 0.242
H -3.319 -3.449 1.192 0.244
H -4.643 -3.335 0.032 0.240
H -3.426 0.946 -2.388 0.212
H -3.267 3.379 -2.383 0.210
H -3.257 4.629 -0.253 0.209
H -3.428 3.394 1.882 0.210
H -3.582 0.952 1.889 0.247
H -2.147 -0.885 -1.794 0.250
H -3.798 -1.453 -2.173 0.193
```

For the electronic energy, the calculation gives -1811.445840 a.u. The value obtained for the energy above the lowest of the compared OMol25 structures with the same formula, charge and spin is 52.81 kcal/mol. The calculation puts the gap between HOMO and LUMO at 8.636 eV. As for the multiplicity: 1. As for the SMILES: O=C(NCCS(=O)(=O)N1CCN(c2ccccc2)CC1)[C@H]1CC(=O)N(c2ccccc2)C1. The max |F| is 0.9 eV Å⁻¹. As for the lowest unoccupied orbital energy: 0.5 eV. For the molecular weight, the calculation gives 456.57 g/mol.

***

No. 2
The following is a DFT calculation (wB97M-V/def2-TZVPD) of C23H29AsF6IrN2O8P2SSi as an isolated structure in a non-equilibrium geometry.

```
74
Properties=species:S:1:pos:R:3:mulliken_spin:R:1
Ir -0.472 1.463 0.793 0.763
O -0.355 2.899 3.491 0.003
P -1.567 3.466 2.619 0.013
O -2.401 4.416 3.345 0.014
O -2.124 2.184 1.975 0.056
O -0.757 4.111 1.329 0.037
P -1.404 4.042 -0.177 0.008
O -0.506 5.141 -0.883 -0.001
O -2.835 4.312 -0.181 0.004
O -0.890 2.627 -0.732 -0.009
H 0.120 3.571 3.995 0.000
H -0.923 6.009 -0.806 0.000
F 1.043 0.392 2.409 0.004
As 2.565 1.338 2.209 0.002
F 3.845 2.407 1.938 0.000
F 1.425 2.453 1.311 0.019
F 2.853 0.612 0.677 0.000
F 2.235 2.084 3.699 0.000
F 3.469 0.110 2.941 0.000
O 0.287 -0.221 0.044 0.040
Si 1.218 -0.681 -1.213 0.046
C 0.151 -0.880 -2.774 0.001
C -0.935 0.001 -2.958 -0.003
C -1.815 -0.203 -4.007 0.001
C -1.594 -1.241 -4.909 0.000
C -0.499 -2.092 -4.760 0.000
C 0.385 -1.907 -3.710 -0.002
C 2.149 -2.223 -0.829 0.001
C 1.522 -3.473 -0.917 0.000
C 2.200 -4.640 -0.585 0.000
C 3.516 -4.573 -0.147 0.000
C 4.153 -3.343 -0.043 0.000
C 3.477 -2.177 -0.383 0.001
C 2.264 0.532 -2.182 -0.006
C 3.324 0.043 -2.977 0.001
C 4.169 0.928 -3.616 0.000
C 3.939 2.303 -3.524 0.000
C 2.881 2.800 -2.762 0.004
C 2.030 1.928 -2.114 0.007
H -1.093 0.831 -2.275 0.006
H -2.665 0.457 -4.131 0.000
H -2.272 -1.382 -5.742 0.000
H -0.336 -2.896 -5.467 0.000
H 1.233 -2.573 -3.593 0.000
H 0.489 -3.536 -1.247 0.000
H 1.701 -5.598 -0.665 0.000
H 4.043 -5.481 0.121 0.000
H 5.175 -3.288 0.310 0.000
H 3.983 -1.224 -0.285 0.000
H 3.502 -1.024 -3.050 0.000
H 5.005 0.555 -4.195 0.000
H 4.575 2.989 -4.071 0.000
H 2.717 3.868 -2.685 0.000
H 1.203 2.324 -1.541 0.003
C -5.710 -0.339 1.257 -0.001
C -4.750 0.470 2.111 0.002
N -3.598 -0.335 2.562 0.000
C -2.460 -0.454 1.904 0.013
S -2.278 0.136 0.258 -0.022
N -1.421 -1.075 2.445 -0.002
C -1.302 -1.444 3.856 0.001
C -1.950 -2.788 4.169 0.000
H -6.576 0.270 0.994 0.000
H -6.061 -1.228 1.787 0.000
H -5.221 -0.659 0.334 0.000
H -5.241 0.840 3.009 0.000
H -4.363 1.322 1.561 -0.002
H -3.593 -0.610 3.532 0.001
H -0.595 -1.131 1.856 -0.002
H -1.727 -0.642 4.466 0.000
H -0.239 -1.476 4.077 0.000
H -3.020 -2.789 3.953 0.000
H -1.813 -3.030 5.224 0.000
H -1.488 -3.577 3.573 0.000
```

For the electronic energy, the calculation gives -5915.335690 a.u. The value obtained for the energy above the lowest of the compared OMol25 structures with the same formula, charge and spin is 58.13 kcal/mol. The calculation puts the gap between HOMO and LUMO (alpha / beta) at 5.676 / 4.679 eV. As for the multiplicity: 2. The max |F| is 2.9 eV Å⁻¹. As for the lowest unoccupied orbital energy (alpha / beta): -2.3 / -3.3 eV. For the molecular weight, the calculation gives 964.72 g/mol.

***

No. 3
The following is a DFT calculation (wB97M-V/def2-TZVPD) of C23H29ClN2O2ScSi as an isolated structure in a non-equilibrium geometry.

```
59
Properties=species:S:1:pos:R:3:nbo_charge:R:1
Sc -0.173 -0.182 0.127 2.026
C 1.188 -2.610 -1.425 -1.119
Si -0.330 -2.251 -2.480 1.808
C -1.493 -3.701 -2.390 -1.139
C 0.179 -1.954 -4.235 -1.139
N -0.939 -0.844 -1.666 -1.316
C -2.086 -0.120 -2.031 0.115
C -2.942 -0.430 -3.090 -0.243
C -4.070 0.331 -3.362 -0.185
C -4.382 1.436 -2.586 -0.225
C -3.550 1.782 -1.528 -0.260
C -2.442 1.008 -1.285 0.276
O -1.516 1.316 -0.228 -0.635
C -1.913 2.212 0.803 0.320
C -1.208 3.385 0.938 -0.250
C -1.559 4.248 1.967 -0.185
C -2.601 3.925 2.826 -0.186
C -3.297 2.733 2.662 -0.192
C -2.953 1.860 1.639 -0.278
H 1.579 -3.617 -1.591 0.270
H 0.971 -2.572 -0.346 0.198
H 2.000 -1.911 -1.648 0.245
H -1.121 -4.516 -3.018 0.255
H -2.494 -3.443 -2.744 0.246
H -1.585 -4.089 -1.371 0.229
H 0.733 -2.816 -4.618 0.251
H 0.819 -1.072 -4.319 0.248
H -0.685 -1.803 -4.888 0.248
H -2.713 -1.285 -3.716 0.216
H -4.709 0.058 -4.192 0.227
H -5.257 2.034 -2.798 0.230
H -3.763 2.651 -0.919 0.238
H -0.399 3.612 0.256 0.240
H -1.017 5.176 2.092 0.233
H -2.873 4.605 3.623 0.231
H -4.113 2.481 3.327 0.231
H -3.492 0.933 1.482 0.235
Cl -1.313 -1.509 5.618 0.075
C -1.656 -1.853 3.970 -0.069
C -2.559 -2.842 3.617 -0.138
C -2.801 -3.075 2.273 -0.225
C -2.137 -2.319 1.331 0.058
N -1.258 -1.366 1.684 -0.590
C -1.019 -1.133 2.982 0.044
H -3.060 -3.415 4.386 0.253
H -3.502 -3.835 1.956 0.250
H -2.302 -2.455 0.270 0.233
H -0.307 -0.354 3.224 0.246
C 2.692 1.756 -0.289 -0.613
C 2.436 1.045 1.031 0.096
C 3.253 -0.228 1.163 -0.616
O 1.043 0.728 1.132 -0.943
H 3.760 1.869 -0.475 0.231
H 2.235 2.746 -0.300 0.220
H 2.276 1.183 -1.123 0.192
H 2.706 1.714 1.849 0.186
H 2.966 -0.953 0.394 0.194
H 3.098 -0.687 2.140 0.221
H 4.317 -0.027 1.043 0.230
```

For the electronic energy, the calculation gives -2664.198939 a.u. The value obtained for the energy above the lowest of the compared OMol25 structures with the same formula, charge and spin is 0.00 kcal/mol. The calculation puts the gap between HOMO and LUMO at 7.328 eV. As for the multiplicity: 1. As for the total charge: +1. The max |F| is 1.8 eV Å⁻¹. As for the lowest unoccupied orbital energy: -3.3 eV. For the molecular weight, the calculation gives 473.99 g/mol.

***

No. 4
The following is a DFT calculation (wB97M-V/def2-TZVPD) of C23H29F5NO3P2Rh as an isolated structure in a non-equilibrium geometry.

```
64
Properties=species:S:1:pos:R:3:mulliken_spin:R:1
C -0.583 3.816 -2.249 0.385
C -0.656 2.459 -1.871 -0.075
N 0.283 1.976 -0.994 0.253
C 1.072 2.795 -0.296 0.418
C 1.034 4.180 -0.506 0.015
C 0.214 4.686 -1.518 0.321
C -1.659 1.586 -2.328 0.539
P -1.762 0.035 -1.525 0.011
Rh 0.338 -0.153 -0.647 0.750
P 2.282 0.418 0.425 0.002
C 1.958 2.196 0.787 -0.023
C 0.318 -2.162 -0.297 -0.068
C -0.782 -2.735 0.320 0.043
C -0.828 -4.119 0.527 0.010
C 0.256 -4.905 0.139 0.003
C 1.384 -4.323 -0.434 0.004
C 1.405 -2.941 -0.677 -0.031
O -0.481 0.624 -5.126 0.012
O 0.726 -1.444 -3.682 0.014
H -1.224 4.159 -3.056 0.021
H 1.658 4.816 0.125 -0.001
H 0.193 5.763 -1.712 0.055
C -3.061 0.470 -0.311 0.074
C -2.436 -1.321 -2.527 0.011
H 2.907 2.733 0.887 0.015
H 1.453 2.240 1.760 0.057
H -0.875 0.980 -4.385 0.002
H -2.413 1.961 -3.000 -0.028
C 2.671 -0.335 2.009 0.023
C 3.799 0.406 -0.559 -0.010
H -1.577 -2.071 0.635 -0.001
H -1.726 -4.524 0.989 0.001
H 0.196 -5.978 0.333 0.000
H 2.223 -4.963 -0.704 0.001
H 2.291 -2.497 -1.118 -0.001
H 0.800 -0.820 -2.375 0.055
H 0.659 -2.387 -3.878 0.001
H 0.265 -0.891 -4.285 -0.004
H 0.282 1.185 -5.344 -0.002
H 1.412 -0.292 -1.794 0.187
H -3.926 0.871 -0.872 -0.004
H -3.335 -0.417 0.278 0.008
H -2.650 1.250 0.354 -0.011
H -3.312 -0.963 -3.089 0.000
H -1.696 -1.713 -3.237 -0.001
H -2.746 -2.146 -1.867 0.001
H 4.602 0.920 -0.016 0.000
H 4.087 -0.636 -0.743 0.006
H 3.623 0.904 -1.519 0.006
H 3.577 0.119 2.430 0.002
H 1.833 -0.208 2.703 -0.003
H 2.831 -1.406 1.849 0.002
F -1.676 0.157 7.038 0.024
C -1.465 0.192 5.707 0.247
C -1.976 1.272 4.952 -0.070
F -2.662 2.273 5.565 -0.005
C -1.723 1.316 3.587 0.133
F -2.207 2.342 2.841 0.014
C -0.988 0.286 2.890 0.133
O -0.738 0.386 1.643 0.404
C -0.524 -0.803 3.723 0.133
F 0.114 -1.851 3.123 0.014
C -0.768 -0.865 5.089 -0.065
F -0.294 -1.903 5.831 -0.006
```

For the electronic energy, the calculation gives -2466.637126 a.u. The calculation puts the gap between HOMO and LUMO (alpha / beta) at 3.517 / 4.353 eV. As for the multiplicity: 5. The max |F| is 3.7 eV Å⁻¹. As for the lowest unoccupied orbital energy (alpha / beta): -0.1 / -3.1 eV. For the molecular weight, the calculation gives 627.33 g/mol.